Entry 1:
88
Properties=species:S:1:pos:R:3 method="wB97M-V/def2-TZVPD" relative_energy_kcal_mol=29.4 multiplicity=1 e_tot_ev=-70707.217 orbital_gap_ev=6.810 lumo_ev=0.02
Mg 0.0226 0.1849 0.8222
O 7.6900 -0.8810 -0.1035
C 7.1654 0.3592 -0.2884
O 7.9203 1.2740 -0.4934
C 5.6985 0.4963 -0.2200
C 4.7904 -0.5624 -0.0947
C 3.4383 -0.3362 -0.0237
C 2.8871 0.9713 -0.0572
C 3.8169 2.0307 -0.2280
C 5.1685 1.7889 -0.2916
N 1.5535 1.1109 0.0623
C 0.9266 2.4263 0.0135
C -1.5307 2.1846 0.5447
C -2.6176 2.9540 0.9912
C -3.8702 2.6611 0.5082
C -4.0343 1.6077 -0.3982
C -2.9297 0.8618 -0.7290
N -1.7068 1.1164 -0.2467
H 6.9962 -1.5161 0.0973
H 5.1318 -1.5932 -0.0710
H 2.7540 -1.1750 0.0609
H 3.4704 3.0517 -0.2999
H 5.8698 2.6060 -0.3987
H 1.5912 3.1929 0.4281
H -2.4517 3.7702 1.6788
H -4.7230 3.2514 0.8164
H -5.0048 1.3737 -0.8116
H -3.0112 0.0065 -1.3930
C 1.7277 -0.7796 5.0630
Si 0.2662 -0.8969 3.8648
C 0.7191 -2.3145 2.6793
C -1.2383 -1.4696 4.8640
N -0.0335 0.4448 2.8289
C -0.0149 1.7528 3.2518
C 0.0337 2.1592 4.6020
C 0.1543 3.4869 4.9630
C 0.2105 4.4934 4.0048
C 0.0979 4.1363 2.6712
C -0.0369 2.8072 2.3074
N -0.2308 2.4250 0.9371
Si 0.5414 2.8844 -1.8328
C 1.9697 3.9469 -2.4668
C -1.0296 3.9287 -2.0411
C 0.4335 1.3089 -2.8671
H 1.8773 -1.7525 5.5371
H 1.5799 -0.0463 5.8565
H 2.6469 -0.5138 4.5359
H 1.2537 -3.1089 3.2034
H 1.3790 -1.9449 1.8866
H -0.1707 -2.7654 2.2293
H -1.0086 -2.4104 5.3718
H -2.1087 -1.6363 4.2249
H -1.5241 -0.7435 5.6286
H -0.0203 1.4003 5.3727
H 0.2058 3.7436 6.0144
H 0.3215 5.5305 4.2897
H 0.1052 4.8947 1.8945
H 2.1612 4.7943 -1.8039
H 1.7246 4.3503 -3.4523
H 2.8957 3.3773 -2.5594
H -1.1272 4.6749 -1.2489
H -1.9408 3.3272 -2.0508
H -0.9823 4.4649 -2.9918
H 1.3665 0.7445 -2.8070
H 0.2478 1.5502 -3.9171
H -0.3739 0.6659 -2.5162
C -0.0231 -5.2485 0.0766
C 0.7407 -4.0386 -0.4455
Sb -0.4433 -2.2367 -0.7710
C -2.2964 -2.7633 0.2581
C -3.2755 -3.6563 -0.4967
C -1.0434 -2.6216 -2.8386
C -1.0388 -4.0765 -3.2879
H 0.6650 -6.0738 0.2714
H -0.7630 -5.5977 -0.6439
H -0.5357 -5.0253 1.0136
H 1.2171 -4.2608 -1.4011
H 1.5279 -3.7559 0.2531
H -2.7663 -1.8072 0.5004
H -2.0100 -3.2253 1.2042
H -3.5223 -3.2443 -1.4764
H -4.2078 -3.7600 0.0629
H -2.8691 -4.6572 -0.6404
H -0.3568 -2.0329 -3.4486
H -2.0360 -2.1835 -2.9587
H -0.0386 -4.5071 -3.2421
H -1.3769 -4.1435 -4.3239
H -1.7016 -4.6948 -2.6822



Entry 2:
47
Properties=species:S:1:pos:R:3 method="wB97M-V/def2-TZVPD" smiles="C[C@@H](Oc1ccc(Cl)cc1Cl)c1nc(-c2ccc(NC(=O)c3ccncc3)cc2)no1" relative_energy_kcal_mol=11.2 multiplicity=1 e_tot_ev=-60221.164 orbital_gap_ev=8.638 lumo_ev=-0.03
C 4.3164 -1.3090 -1.8595
C 3.2207 -2.3037 -2.2367
O 3.0454 -3.3231 -1.2563
C 4.1096 -3.9993 -0.7440
C 4.0490 -4.2492 0.6294
C 5.0186 -4.9765 1.2856
C 6.0978 -5.4652 0.5647
Cl 7.3379 -6.3601 1.3602
C 6.1843 -5.2459 -0.7985
C 5.1921 -4.5296 -1.4523
Cl 5.3566 -4.3670 -3.1707
C 1.9079 -1.5930 -2.2860
N 1.3576 -0.8873 -1.3525
C 0.1871 -0.4672 -1.9276
C -0.7764 0.3641 -1.2414
C -0.5524 0.7440 0.0802
C -1.4642 1.5338 0.7494
C -2.6217 1.9577 0.0994
N -3.5823 2.7629 0.7113
C -3.6407 3.1976 2.0054
O -2.8341 2.9275 2.8677
C -4.8376 4.0528 2.2866
C -5.4319 3.9703 3.5426
C -6.5286 4.7739 3.8100
N -7.0306 5.6298 2.9368
C -6.4516 5.7261 1.7535
C -5.3587 4.9630 1.3706
C -2.8453 1.5784 -1.2269
C -1.9345 0.7892 -1.8923
N 0.0546 -0.9007 -3.1570
O 1.1691 -1.6372 -3.3994
H 4.3543 -0.5112 -2.5963
H 5.2840 -1.8026 -1.8266
H 4.0935 -0.8837 -0.8841
H 3.4035 -2.7375 -3.2279
H 3.2012 -3.8519 1.1642
H 4.9463 -5.1551 2.3461
H 7.0141 -5.6409 -1.3628
H 0.3464 0.4087 0.5730
H -1.2910 1.8233 1.7721
H -4.3604 3.0112 0.1147
H -5.0339 3.2895 4.2784
H -7.0294 4.7360 4.7682
H -6.8862 6.4515 1.0782
H -4.9130 5.1072 0.3970
H -3.7431 1.9080 -1.7318
H -2.1004 0.4903 -2.9150



Entry 3:
8
Properties=species:S:1:pos:R:3 method="wB97M-V/def2-TZVPD" smiles="C=CC(=O)Br" relative_energy_kcal_mol=23.5 multiplicity=1 e_tot_ev=-75247.513 orbital_gap_ev=9.833 lumo_ev=-0.46
C -0.4751 -1.1547 -0.1541
C 0.0139 -0.1872 0.6450
C 0.1700 1.0111 -0.1710
O -0.6426 1.6588 -1.0268
Br 1.8624 1.8875 0.0968
H -0.5694 -2.2632 0.1676
H -0.8216 -0.7438 -1.1279
H 0.4625 -0.2086 1.5703